1.
Formula: C19H16BCuF2I2NO2
Source: the Open Molecules 2025 dataset
Level of theory: ωB97M-V with the def2-TZVPD basis set

Last column: natural (NBO) charge in e.
Geometry (Å):
1 Cu 0.565 -0.378 3.433  0.45
2 I -1.787 3.489 0.608  0.11
3 C -1.863 1.413 0.420  -0.32
4 C -2.679 0.836 -0.556  -0.22
5 C -2.779 -0.525 -0.687  -0.21
6 I -3.937 -1.297 -2.253  0.08
7 C -2.080 -1.384 0.197  -0.12
8 C -2.149 -2.795 0.204  -0.15
9 C -1.429 -3.512 1.117  -0.27
10 C -0.623 -2.831 2.045  0.06
11 N -0.536 -1.523 2.064  -0.48
12 C -1.239 -0.792 1.166  0.08
13 C -1.056 0.656 1.285  0.45
14 O -0.226 1.122 2.115  -0.79
15 H -3.232 1.483 -1.226  0.23
16 H -2.775 -3.298 -0.522  0.22
17 H -1.468 -4.593 1.134  0.21
18 H -0.033 -3.363 2.780  0.21
19 F 3.062 -0.375 5.038  -0.57
20 B 1.697 -0.405 5.027  0.62
21 F 1.255 -0.447 6.320  -0.57
22 C -0.650 2.339 -3.546  -0.63
23 C 0.173 1.606 -2.523  0.03
24 C 0.213 0.221 -2.492  -0.24
25 C 0.933 -0.468 -1.522  0.08
26 C 0.930 -1.972 -1.569  -0.63
27 C 1.608 0.264 -0.531  -0.22
28 C 2.298 -0.407 0.597  0.42
29 O 2.459 -1.602 0.710  -0.55
30 C 1.586 1.674 -0.555  0.08
31 C 2.254 2.511 0.508  -0.66
32 C 0.888 2.314 -1.566  -0.24
33 H -1.296 1.655 -4.095  0.21
34 H -0.014 2.860 -4.265  0.21
35 H -1.278 3.089 -3.059  0.22
36 H -0.351 -0.343 -3.228  0.20
37 H 0.344 -2.315 -2.422  0.20
38 H 0.505 -2.390 -0.657  0.24
39 H 1.941 -2.372 -1.639  0.23
40 H 2.676 0.264 1.384  0.14
41 H 1.783 2.316 1.473  0.27
42 H 2.129 3.569 0.278  0.21
43 H 3.323 2.306 0.584  0.21
44 H 0.855 3.398 -1.574  0.21

Values from the calculation:
Maximum force, eV Å⁻¹: 0.211
Total charge: -1
Multiplicity: 1
HOMO level, eV: -4.49
ΔE to the lowest compared entry with this formula, charge and spin, eV: 0.000
Gap between HOMO and LUMO, eV: 6.5606
Calculated total energy, Eh: -3399.5421



2.
Formula: C14H32BF6Mg2NO10S2
Source: the Open Molecules 2025 dataset
Level of theory: ωB97M-V with the def2-TZVPD basis set

Last column: natural (NBO) charge in e.
Geometry (Å):
1 Mg 1.837 2.121 -1.126  1.83
2 Mg -0.736 -1.115 -0.236  1.77
3 C -3.108 -2.429 2.648  0.79
4 F -4.127 -3.142 3.049  -0.26
5 F -3.107 -1.213 3.211  -0.29
6 F -1.916 -3.067 2.864  -0.32
7 S -3.410 -2.230 0.773  2.05
8 O -2.601 -3.234 0.077  -0.94
9 O -4.872 -2.317 0.605  -0.77
10 N -2.445 -0.779 0.359  -1.32
11 S -3.733 0.153 0.250  2.16
12 O -4.550 -0.071 -0.913  -0.89
13 O -4.444 0.374 1.498  -0.89
14 C -2.933 1.930 -0.182  0.76
15 F -2.365 1.793 -1.437  -0.36
16 F -3.974 2.803 -0.398  -0.30
17 F -2.075 2.304 0.734  -0.32
18 B 0.471 0.509 -0.823  -0.85
19 H -0.596 0.618 -0.705  0.00
20 H 0.686 0.939 -1.789  -0.05
21 H 0.979 1.006 -0.012  -0.04
22 H 0.793 -0.505 -1.004  0.00
23 C 3.749 -0.365 -1.434  -0.26
24 O 3.383 0.708 -0.703  -0.63
25 C 4.295 1.093 0.397  -0.09
26 C 3.464 1.864 1.412  -0.09
27 O 2.526 2.605 0.553  -0.66
28 C 1.618 3.285 1.410  -0.10
29 C 0.719 4.216 0.578  -0.10
30 O 0.422 3.383 -0.582  -0.66
31 C -0.504 4.097 -1.458  -0.28
32 H 2.951 -0.855 -1.991  0.21
33 H 4.241 -1.130 -0.832  0.20
34 H 4.492 0.048 -2.116  0.19
35 H 5.085 1.777 0.085  0.21
36 H 4.755 0.207 0.837  0.22
37 H 4.114 2.433 2.077  0.24
38 H 2.988 1.071 1.989  0.20
39 H 2.041 3.841 2.246  0.23
40 H 1.106 2.433 1.857  0.19
41 H 1.253 5.155 0.435  0.22
42 H -0.160 4.502 1.157  0.24
43 H -1.356 4.514 -0.920  0.22
44 H -0.778 3.456 -2.296  0.22
45 H -0.065 4.956 -1.965  0.21
46 C -0.109 -0.238 2.652  -0.26
47 O 0.062 -1.141 1.587  -0.64
48 C 1.028 -2.191 1.852  -0.08
49 C 0.795 -3.321 0.798  -0.08
50 O 0.309 -2.697 -0.417  -0.66
51 C 0.200 -3.624 -1.579  -0.08
52 C -0.448 -2.723 -2.645  -0.08
53 O -1.182 -1.633 -2.127  -0.63
54 C -2.049 -1.072 -3.176  -0.29
55 H -0.594 -0.765 3.474  0.22
56 H -0.772 0.580 2.368  0.22
57 H 0.902 0.044 2.945  0.17
58 H 0.805 -2.645 2.817  0.22
59 H 1.992 -1.687 1.931  0.18
60 H 0.189 -4.127 1.212  0.23
61 H 1.715 -3.770 0.423  0.20
62 H -0.399 -4.528 -1.470  0.23
63 H 1.199 -3.838 -1.959  0.20
64 H -1.015 -3.292 -3.381  0.22
65 H 0.393 -2.278 -3.177  0.17
66 H -2.934 -1.709 -3.192  0.22
67 H -1.702 -0.975 -4.204  0.21
68 H -2.497 -0.114 -2.912  0.23

Values from the calculation:
Maximum force, eV Å⁻¹: 5.820
Total charge: +2
Multiplicity: 1
HOMO level, eV: -14.92
ΔE to the lowest compared entry with this formula, charge and spin, eV: 5.616
Gap between HOMO and LUMO, eV: 8.1142
Calculated total energy, Eh: -3179.7139



3.
Formula: C31H35BF4N2PdSb
Source: the Open Molecules 2025 dataset
Level of theory: ωB97M-V with the def2-TZVPD basis set

Last column: Mulliken charge in e.
Geometry (Å):
1 Pd -1.358 0.793 -0.666  -0.87
2 C 2.709 -2.546 2.155  -1.31
3 C 3.415 -2.020 0.945  0.61
4 C 4.715 -2.433 0.684  -0.72
5 C 5.405 -1.980 -0.427  -0.67
6 C 4.786 -1.106 -1.301  -0.95
7 C 3.493 -0.687 -1.042  -0.48
8 C 2.802 -1.115 0.079  0.81
9 Sb 0.745 -0.465 0.439  0.92
10 C 0.735 0.764 -1.412  -0.46
11 C 0.250 0.095 -2.547  1.19
12 C 0.316 0.681 -3.804  -0.87
13 C 0.908 1.921 -3.956  -0.72
14 C 1.413 2.576 -2.844  -1.23
15 C 1.325 2.030 -1.570  0.80
16 C 1.943 2.759 -0.413  -0.95
17 C 1.297 0.955 2.007  0.32
18 C 2.590 0.993 2.510  -0.12
19 C 2.902 1.769 3.613  -0.92
20 C 1.912 2.516 4.230  -0.80
21 C 0.631 2.509 3.713  -0.53
22 C 0.302 1.735 2.603  0.59
23 C -1.098 1.746 2.094  -0.26
24 H 3.312 -3.302 2.656  0.45
25 H 1.754 -2.986 1.873  0.11
26 H 2.502 -1.738 2.855  0.25
27 H 5.197 -3.124 1.364  0.35
28 H 6.418 -2.312 -0.608  0.36
29 H 5.306 -0.752 -2.182  0.44
30 H 3.011 -0.006 -1.734  0.42
31 H -0.126 -0.924 -2.463  0.35
32 H -0.099 0.160 -4.656  0.40
33 H 0.988 2.377 -4.936  0.33
34 H 1.879 3.548 -2.959  0.35
35 H 2.436 3.669 -0.753  0.60
36 H 2.686 2.121 0.072  0.10
37 H 1.193 3.030 0.332  0.02
38 H 3.365 0.402 2.036  0.41
39 H 3.913 1.776 3.997  0.44
40 H 2.140 3.097 5.114  0.35
41 H -0.146 3.095 4.187  0.41
42 H -1.675 2.563 2.529  0.41
43 H -1.609 0.812 2.338  0.22
44 H -1.122 1.845 0.979  -0.65
45 C -2.717 3.833 -0.238  -0.27
46 C -1.928 4.287 -1.290  -0.67
47 C -1.728 3.440 -2.368  -0.29
48 N -2.279 2.237 -2.480  -0.45
49 C -3.077 1.817 -1.485  -0.55
50 C -3.315 2.586 -0.333  -0.40
51 H -2.877 4.454 0.633  0.43
52 H -1.486 5.273 -1.272  0.41
53 H -1.115 3.741 -3.210  0.53
54 H -3.671 0.926 -1.687  0.85
55 H -3.989 2.229 0.433  0.49
56 C -0.735 -3.981 -0.312  -1.40
57 C -2.205 -3.622 -0.564  2.81
58 C -2.985 -3.621 0.752  -1.81
59 C -2.830 -4.610 -1.559  -2.00
60 C -2.260 -2.289 -1.143  -0.29
61 N -2.268 -1.268 -1.664  -0.42
62 H -0.667 -4.994 0.082  0.54
63 H -0.302 -3.291 0.417  -0.12
64 H -0.155 -3.921 -1.232  0.39
65 H -2.887 -4.590 1.240  0.50
66 H -4.035 -3.413 0.567  0.39
67 H -2.617 -2.842 1.419  0.23
68 H -2.836 -5.609 -1.125  0.42
69 H -2.265 -4.639 -2.489  0.40
70 H -3.853 -4.320 -1.788  0.44
71 F -5.040 -1.221 0.047  -0.39
72 B -4.496 -0.533 1.112  0.01
73 F -3.145 -0.200 0.808  0.52
74 F -5.208 0.626 1.354  -0.40
75 F -4.495 -1.326 2.245  -0.35

Values from the calculation:
Maximum force, eV Å⁻¹: 0.916
Total charge: -1
Multiplicity: 1
HOMO level, eV: -4.27
ΔE to the lowest compared entry with this formula, charge and spin, eV: 0.490
Gap between HOMO and LUMO, eV: 6.8598
Calculated total energy, Eh: -2104.5060



4.
Formula: C9H17NSi2
Source: the Open Molecules 2025 dataset
Level of theory: ωB97M-V with the def2-TZVPD basis set

Last column: natural (NBO) charge in e.
Geometry (Å):
1 C 2.690 -1.404 -2.317  -0.20
2 C 1.411 -1.290 -2.838  -0.22
3 C 2.886 -1.353 -0.946  -0.22
4 C 0.330 -1.126 -1.992  -0.13
5 C 1.806 -1.191 -0.099  -0.20
6 C 0.513 -1.065 -0.611  -0.57
7 C 0.805 2.124 2.146  -0.61
8 C -1.068 2.865 0.619  -0.61
9 C -0.108 1.737 0.985  -0.04
10 N -0.874 0.545 1.336  -1.08
11 Si -2.916 -2.222 0.505  0.43
12 Si -1.003 -0.925 0.495  1.38
13 H 3.535 -1.535 -2.977  0.21
14 H 1.257 -1.333 -3.906  0.22
15 H 3.882 -1.444 -0.539  0.22
16 H -0.672 -1.039 -2.385  0.24
17 H 1.961 -1.161 0.971  0.21
18 H 0.223 2.277 3.052  0.20
19 H 1.535 1.342 2.330  0.21
20 H 1.333 3.045 1.916  0.21
21 H -1.744 2.527 -0.164  0.23
22 H -0.520 3.732 0.262  0.21
23 H -1.655 3.158 1.487  0.20
24 H 0.504 1.488 0.114  0.21
25 H -1.543 0.752 2.064  0.40
26 H -2.792 -2.973 1.786  -0.22
27 H -2.895 -3.251 -0.515  -0.12
28 H -4.097 -1.400 0.695  -0.12
29 H -2.787 -0.881 -1.473  -0.44

Values from the calculation:
Maximum force, eV Å⁻¹: 1.985
Multiplicity: 1
HOMO level, eV: -7.18
ΔE to the lowest compared entry with this formula, charge and spin, eV: 0.637
Gap between HOMO and LUMO, eV: 7.0504
Calculated total energy, Eh: -986.7686